Formula: C8H6ClO3P
Source: the Open Molecules 2025 dataset
Level of theory: ωB97M-V/def2-TZVPD

Values from the calculation:
net charge = 0
highest occupied orbital energy (alpha / beta) = -8.55 / -8.60 eV
electronic energy = -1335.6004 a.u.
energy above the lowest of the compared OMol25 structures with the same formula, charge and spin = 2.2720 eV
HOMO-LUMO gap (alpha / beta) = 7.1589 / 7.3572 eV

CARTESIAN COORDINATES (ANGSTROEM)
C (1.9075, -0.3978, -0.0663)
O (1.4125, -4.9897, 1.8811)
O (-0.5998, 0.6511, -0.7757)
Cl (-0.9773, -3.8078, 2.6867)
H (-2.1586, 1.9511, -1.4791)
H (0.6659, -0.5776, 1.7800)
H (-3.7157, 0.6215, -0.0445)
H (-2.1842, -1.1998, 1.3321)
C (0.9074, -2.4612, 0.7683)
C (-1.8748, -0.3955, 0.6667)
C (0.6207, -0.9393, 0.7496)
P (0.9790, -3.6533, 2.1303)
C (-2.6474, 0.5278, 0.0114)
C (2.5733, -1.4409, -0.5429)
H (3.5712, -1.4077, -0.9186)
C (-0.6020, -0.2798, 0.1697)
H (2.0559, 0.6036, -0.2958)
C (-1.8324, 1.1518, -0.8484)
O (2.0817, -2.6527, 0.0461)